This record from the OMol25 dataset describes a cluster of 2 separate species, C5H10O2 in total in a non-equilibrium geometry. The level of theory is ωB97M-V with the def2-TZVPD basis set.

Element x y z (Å)
O -6.0825 -0.7018 -0.4065
O 1.5521 -2.7358 1.7533
C 0.5538 -0.8707 0.6697
C 0.5095 0.4817 0.0115
C 1.6098 -1.6228 0.9676
C 1.7118 0.9906 -0.3068
C 1.8790 2.1249 -1.2480
H 2.3797 3.0156 -0.8731
H 0.6339 -2.9196 1.9679
H -6.1523 -0.9742 0.5154
H -0.4605 0.8161 -0.3204
H -0.4242 -1.2635 0.9649
H -6.1831 0.2771 -0.4573
H 0.9505 2.5511 -1.6503
H 2.4066 1.8531 -2.1732
H 2.5851 0.5976 0.1881
H 2.5309 -1.6192 0.3969

calculated total energy	-9440.1882	eV
lowest unoccupied orbital energy	0.80	eV
multiplicity	1
SMILES	C/C=C/C=C/O.O
energy relative to the best compared isomer or geometry (same formula, charge and spin)	65.83	kcal/mol
highest occupied orbital energy	-7.98	eV

Löwdin atomic charge list, values in e, 4 entries: atom 1 (O): -0.080, atom 2 (O): -0.002, atom 3 (C): -0.110, atom 4 (C): -0.094

This record from the OMol25 dataset describes a structure of composition C33H34N6O2SSc. The level of theory is ωB97M-V with the def2-TZVPD basis set.

Element x y z (Å)
Sc 0.8149 0.3159 -0.9174
S 2.9480 1.4222 -1.8705
O 1.8331 -1.3872 -0.3274
O -0.1004 2.1688 -0.6863
N 1.9523 1.2512 0.9044
N -1.2732 0.0549 -1.9225
N 4.6829 2.8707 -0.5321
N 3.0791 2.0167 0.8136
N -0.3101 -0.1957 1.0283
N 1.0246 -0.8849 -2.9035
C -5.6777 -2.6007 1.4250
C -2.5765 -3.9958 -0.1212
C 1.9429 1.8160 3.2958
C -1.2749 2.4449 -0.2170
C -4.1527 -2.2175 -0.8517
C -1.4071 -0.9464 1.0800
C 4.8373 -3.3569 -0.5864
C -0.5033 0.2015 3.3648
C -1.4557 3.5226 0.6825
C -1.3461 -0.8809 -3.0366
C 3.9660 -3.0279 -2.7823
C 4.6882 4.7897 1.0400
C -3.7160 -3.2445 0.0616
C -6.0481 -1.5817 0.5336
C 2.9174 -2.2539 -2.2625
C 5.3624 3.5030 0.5786
C -0.0683 -0.6903 -3.8425
C -4.5814 -3.4002 1.2096
C 1.4060 1.1567 2.0616
C -3.8270 3.0651 0.8524
C 3.8036 -2.6351 -0.0446
C 3.5562 2.1230 -0.4019
C -3.6847 2.0365 -0.0501
C -2.1291 -1.1499 2.2474
C 1.9009 -1.7790 -3.1657
C -1.6698 -0.5534 3.4035
C -2.4308 1.7055 -0.5830
C -2.3493 0.6584 -1.5729
C -2.6942 3.8095 1.2075
C -5.2633 -1.4365 -0.6120
C 4.9347 -3.5662 -1.9707
C 2.8058 -2.0462 -0.8611
C 0.1619 0.3608 2.1583
H -6.2767 -2.7704 2.3160
H -2.7934 4.6279 1.9122
H 5.0594 2.9390 -1.4592
H -1.9151 -3.8468 -0.9679
H 6.3867 3.7055 0.2592
H -4.5413 1.4353 -0.3345
H 3.7196 -2.4824 1.0238
H 5.4076 2.7931 1.4065
H -3.0241 -1.7584 2.2152
H 4.0042 -3.1890 -3.8552
H 2.1172 1.0762 4.0799
H -1.7430 -1.4133 0.1646
H 5.7470 -4.1473 -2.3857
H -0.0158 -1.3913 -4.6826
H 1.8726 -2.2678 -4.1470
H -2.2805 -4.7382 0.6100
H -6.9168 -0.9611 0.7083
H 4.6643 5.5249 0.2340
H -3.2891 0.3913 -2.0628
H 2.8734 2.3224 3.0640
H -4.3398 -4.1812 1.9248
H -2.2377 -0.7163 -3.6495
H 5.2251 5.2222 1.8872
H 3.6642 4.5784 1.3450
H -3.6023 -2.0947 -1.7801
H -0.1202 0.6667 4.2610
H -5.5468 -0.6916 -1.3538
H -0.0362 0.3326 -4.2290
H -0.5775 4.0966 0.9521
H -4.7936 3.2920 1.2811
H 5.5883 -3.7809 0.0706
H -2.2089 -0.6757 4.3347
H -1.3738 -1.9045 -2.6499
H 1.2243 2.5439 3.6805

calculated total energy	-79350.3213	eV
lowest unoccupied orbital energy	2.44	eV
multiplicity	1
energy relative to the best compared isomer or geometry (same formula, charge and spin)	17.28	kcal/mol
highest occupied orbital energy	-2.21	eV
total charge	-1

Löwdin atomic charge list, values in e, 4 entries: atom 1 (Sc): 0.824, atom 2 (S): 0.650, atom 3 (O): -0.160, atom 4 (O): -0.174

no.,orbital gap (eV)
1,8.77
2,4.65